Record 1
The following is a DFT calculation (wB97M-V/def2-TZVPD) of an isolated molecule of CH4N2O2S.

XYZ file:
```
10
CH4N2O2S (wB97M-V/def2-TZVPD)
O 1.70 0.06 -1.26
N 0.84 -0.76 -0.45
C -0.14 0.04 0.15
S 0.18 1.71 0.46
N -1.12 -0.66 0.70
O -1.52 -1.87 0.03
H 1.19 0.97 -1.03
H 0.43 -1.63 -0.90
H -1.88 -0.05 1.05
H -1.16 -2.49 0.68
```

Values from the calculation:
- E_LUMO: 0.160 eV
- SMILES: ONC(=S)NO
- E: -19008.5749 eV

Partial charges, Mulliken, in e:
1. O -0.3644
2. N -0.1152
3. C 0.2048
4. S -0.4459
5. N -0.0890
6. O -0.4441
7. H 0.3004
8. H 0.3089
9. H 0.2699
10. H 0.3748



Record 2
The following is a DFT calculation (wB97M-V/def2-TZVPD) of an isolated molecule of C15H22O4S.

XYZ file:
```
42
C15H22O4S (wB97M-V/def2-TZVPD)
C -2.80 1.95 -4.18
C -1.97 1.33 -3.06
C -1.43 2.39 -2.10
C -0.60 1.78 -0.99
H -1.21 1.15 -0.34
H 0.24 1.21 -1.39
S 0.06 3.15 0.08
O 0.74 4.07 -0.83
C 1.45 2.18 0.86
C 0.98 1.04 1.75
C 1.94 0.78 2.91
O 1.39 -0.23 3.72
C 2.20 -0.56 4.82
H 2.35 0.30 5.47
H 3.18 -0.93 4.49
H 1.68 -1.35 5.36
H 2.07 1.71 3.50
H 2.92 0.47 2.52
H -0.02 1.25 2.16
O 0.90 -0.16 0.98
C -0.25 -0.86 1.01
O -1.25 -0.48 1.55
C -0.14 -2.13 0.26
C -1.29 -2.90 0.11
C -1.24 -4.09 -0.59
C -0.04 -4.52 -1.15
C 1.11 -3.75 -1.00
C 1.06 -2.56 -0.30
H 1.95 -1.96 -0.18
H 2.04 -4.09 -1.43
H 0.00 -5.45 -1.69
H -2.13 -4.69 -0.71
H -2.21 -2.55 0.55
H 2.09 1.81 0.06
H 2.00 2.92 1.44
H -0.81 3.11 -2.65
H -2.26 2.95 -1.67
H -1.13 0.78 -3.49
H -2.58 0.62 -2.50
H -2.20 2.65 -4.75
H -3.65 2.49 -3.76
H -3.17 1.18 -4.85
```

Values from the calculation:
- E_LUMO: 0.407 eV
- E: -34936.4997 eV

Partial charges, Mulliken, in e:
1. C -1.3387
2. C -0.3081
3. C -0.8246
4. C -0.4179
5. H 0.2257
6. H 0.3397
7. S 0.3987
8. O -0.6318
9. C -1.0828
10. C 0.3197
11. C -1.0932
12. O -0.2573
13. C -0.7707
14. H 0.2961
15. H 0.3213
16. H 0.2440
17. H 0.4805
18. H 0.3711
19. H 0.5080
20. O -0.1236
21. C 0.6312
22. O -0.6548
23. C 0.3065
24. C -0.4733
25. C -0.5809
26. C -0.3940
27. C -0.6854
28. C -0.2797
29. H 0.4711
30. H 0.4072
31. H 0.3932
32. H 0.4048
33. H 0.4610
34. H 0.3479
35. H 0.4994
36. H 0.4424
37. H 0.3654
38. H 0.3405
39. H 0.3065
40. H 0.3193
41. H 0.3291
42. H 0.3864



Record 3
The following is a DFT calculation (wB97M-V/def2-TZVPD) of an isolated molecule of C5H9NO.

XYZ file:
```
16
C5H9NO (wB97M-V/def2-TZVPD)
C 1.14 -1.43 -0.09
C 0.40 -0.33 0.66
N 0.98 0.99 0.41
C -1.08 -0.15 0.34
C -1.30 0.51 -1.05
C -1.32 1.31 0.21
O -1.64 2.33 0.73
H 1.15 -1.21 -1.16
H 0.71 -2.43 0.06
H 2.19 -1.45 0.23
H 0.46 -0.53 1.74
H 1.73 1.26 1.03
H 1.24 1.13 -0.56
H -1.83 -0.83 0.73
H -2.30 0.46 -1.48
H -0.51 0.37 -1.79
```

Values from the calculation:
- E_LUMO: 0.889 eV
- SMILES: C[C@@H](N)[C@@H]1CC1=O
- E: -8866.4649 eV

Partial charges, Mulliken, in e:
1. C -1.2682
2. C 0.2697
3. N -0.5844
4. C -0.4252
5. C -0.8122
6. C 0.7751
7. O -0.5580
8. H 0.2424
9. H 0.3440
10. H 0.3727
11. H 0.3893
12. H 0.2113
13. H 0.1763
14. H 0.3880
15. H 0.2932
16. H 0.1860